1.
A gas-phase ion, C7H12NS (charge +1), computed with ωB97M-V/def2-TZVPD.

Output
Gap between HOMO and LUMO (alpha / beta) in eV: 7.47 / 6.73
HOMO energy (alpha / beta) in eV: -12.81 / -12.39
Charge: +1
ΔE to the lowest compared entry with this formula, charge and spin in eV: 4.6721
LUMO level (alpha / beta) in eV: -5.340 / -5.662

Element x y z (Å)
C 1.120533 -0.243192 -0.655372
C 0.090844 0.805748 -0.658334
C 1.990093 -0.645955 0.286664
C -1.100547 0.983082 0.026309
C -2.199938 -0.201576 0.150609
C 2.883557 -1.803176 0.122525
C -1.767180 2.303621 -0.120564
N -1.191574 0.182337 1.254252
S -1.917341 -1.785554 -0.376238
H 1.174539 -0.640605 -1.628582
H 0.085004 1.403286 -1.499269
H 2.252395 -0.128729 1.224443
H 2.964982 -2.272074 1.101582
H 4.016969 -1.631946 -0.004762
H 2.434486 -2.446888 -0.696939
H -2.939211 2.360799 -0.160976
H -1.467324 2.725590 -1.094880
H -1.543090 2.893354 0.755685
H -0.441717 -0.548511 1.200254
H -1.528834 0.594254 2.121506
H -2.916638 -1.903855 -1.347915

Force components x, y, z for each atom (eV/Å):
-1.3 1.4 1.4
0.8 -1.6 0.8
1.0 0.7 0.5
-0.1 0.9 0.1
0.3 0.0 0.3
1.0 -1.0 -1.1
-2.6 1.0 -0.1
-0.5 -1.9 -1.4
-0.7 -1.4 -0.7
0.3 -1.0 -1.2
0.3 1.1 -1.9
-1.0 0.3 -0.4
-0.6 -0.7 0.0
-1.8 0.4 -0.5
1.1 0.3 1.1
2.2 -0.9 0.1
0.2 0.3 0.8
0.5 0.8 -0.1
-0.2 0.9 1.4
0.2 -0.2 -0.1
0.9 0.5 0.9

2.
A gas-phase ion, C7H12NS (charge +1), computed with ωB97M-V/def2-TZVPD.

Output
Gap between HOMO and LUMO in eV: 9.06
HOMO energy in eV: -13.70
Charge: +1
ΔE to the lowest compared entry with this formula, charge and spin in eV: 0.8656
LUMO level in eV: -4.636

Element x y z (Å)
C 2.904375 0.327287 0.230011
C 3.023219 -1.001059 0.021708
C 0.584741 -0.477695 -0.162344
C -1.474028 -0.380092 1.173318
C -1.453941 -1.734667 -1.010146
C 1.170585 2.178299 0.119658
C -0.868623 -0.460955 -0.274365
N 1.622392 0.802519 0.079392
S 1.532529 -1.827583 -0.073209
H 3.682594 1.096327 0.299079
H 3.909986 -1.635942 0.177389
H -0.936106 0.393138 1.633340
H -1.396859 -1.353389 1.571306
H -2.608486 -0.184948 1.134527
H -1.112337 -1.891158 -2.019212
H -2.593594 -1.707076 -0.901512
H -0.992642 -2.502380 -0.589650
H 0.143774 2.298702 0.527385
H 1.886956 2.726086 0.755331
H 1.125385 2.824962 -0.805193
H -1.026734 0.412238 -0.863115

Force components x, y, z for each atom (eV/Å):
-1.3 1.2 -1.3
1.0 -1.3 1.3
4.5 3.1 1.1
-2.3 0.4 -2.7
-2.0 4.0 -0.8
-0.3 1.9 0.2
-1.0 -0.7 -0.2
-3.6 -4.6 -1.1
0.3 0.6 -0.5
-0.2 -0.6 0.2
-0.5 0.7 -0.3
0.3 0.8 1.5
0.5 -0.9 1.0
1.8 0.1 -0.1
-0.3 0.8 -0.8
1.8 -0.3 -0.3
1.1 -3.9 2.6
0.8 -0.5 0.1
-0.5 -0.3 0.1
0.4 -1.5 0.2
-0.9 1.0 -0.4